A:
DFT (the ωB97M-V functional and the def2-TZVPD basis) results for 13 unconnected molecules or ions with the total composition C52H78O39.

XYZ file:
```
169
C52H78O39 the ωB97M-V functional and the def2-TZVPD basis
O -2.38252 0.62702 -6.51079
O 5.29493 0.07425 6.27404
O -1.25022 4.83599 -4.60469
O 1.98843 -0.91688 -3.67260
O -1.11677 0.24110 0.32252
O -0.66449 -8.21396 -1.97259
O -0.79226 -4.65520 1.35512
O 3.85371 -0.04858 4.54478
O -0.79481 -1.07875 6.90353
O 0.66234 4.15815 -3.73144
O 6.03649 0.09834 4.15919
O 3.48353 3.63853 -0.01326
O -2.72373 7.69836 0.32216
O -1.55427 -4.25684 -0.72023
O 1.95778 2.20085 -0.84904
O -4.23053 0.41355 -5.29013
O -3.73834 1.75108 4.21486
O -0.56281 -0.73951 -1.56668
O 1.68783 -2.64476 -5.05246
O 0.67680 5.33127 -5.64222
O 1.11443 -6.88179 -1.59739
O -6.36766 2.24469 3.00685
O -2.49396 0.37569 -1.43885
O -1.67943 2.59108 4.20480
O -2.96007 5.52076 -0.15987
O -3.44516 3.97335 4.42853
O -0.71417 -1.99072 4.84847
O 0.11576 -7.89347 0.11396
O -6.35845 2.44608 0.78493
O 0.98540 -0.73937 5.65221
O 4.75426 -2.85404 1.30338
O -4.31216 6.46458 1.32286
O 3.09998 3.55216 -2.20352
O -6.54165 0.41207 1.69217
O -2.98241 -4.77719 0.92917
O 4.53672 -0.95327 0.09308
O -4.23022 1.74886 -7.11111
O 3.72576 -1.83651 -4.78796
O 5.59892 -2.70990 -0.75361
C -4.71858 5.10773 1.32141
C 1.18624 -7.15964 0.72195
C 2.77263 3.05756 -0.98886
C -2.87856 0.62424 4.09738
C -1.76458 -4.50617 0.42003
C 5.76227 4.60122 0.00040
C 0.08597 4.85588 -4.73471
C -3.22897 -0.26924 -4.51568
C -3.84633 4.46630 0.22263
C 3.42001 1.51711 2.82274
C -6.57308 1.56406 -0.35330
C -6.47559 0.17993 0.30003
C 4.90773 -2.23895 0.29567
C 1.77572 -3.90198 -7.02149
C -0.73805 0.49539 -4.75501
C 2.13002 -5.06025 -0.44784
C 5.55866 0.77701 -1.30809
C 3.93056 0.12216 3.14086
C 5.67200 -1.72929 -1.79588
C 5.07358 -0.02328 5.11128
C -2.69724 3.21650 -3.62793
C 3.88399 -2.84351 -5.78535
C 0.11940 -7.72188 -1.23452
C 4.86002 -0.55622 -1.24972
C -1.52674 1.25410 3.76198
C 1.17521 0.14412 6.76311
C 0.18310 -1.07772 1.81535
C -0.00126 -0.17243 7.67805
C -1.38189 -5.15516 2.55524
C 5.44296 0.03672 2.86306
C -0.31967 3.71152 -2.77846
C 4.34271 4.63297 -0.55970
C 4.19210 4.44623 -2.07675
C -3.76641 -5.95767 2.92232
C 0.22610 -0.21152 0.59015
C -3.00506 2.88403 4.28644
C 0.63113 -0.83278 -0.77201
C 2.54138 -3.61312 -5.75248
C -2.89085 -4.85792 2.35307
C -1.63844 4.28454 -3.32100
C -1.97667 -0.14154 -5.38640
C -3.68797 1.00774 -6.36175
C 1.23598 1.60244 6.35111
C -6.42015 1.73854 1.93822
C -3.28701 6.66459 0.47886
C -3.38222 -0.37897 3.07887
C -0.19613 -1.37501 5.72420
C -1.50009 -0.03702 -0.91683
C 1.91313 -6.54632 -0.46555
C -2.99293 3.29536 0.72399
C 2.42271 -1.68785 -4.46858
C -5.63435 1.79800 -1.51266
H -5.98477 1.16527 -2.32922
H -4.27664 -0.83105 3.53312
H -3.06297 0.16180 -3.52787
H -0.63462 0.47383 -3.67092
H 0.33750 -0.59603 8.62020
H 2.15997 -0.06424 7.18395
H -0.46586 1.48115 -5.13915
H -2.68257 2.40621 -2.89703
H 5.76522 0.87364 2.24582
H -4.42428 4.10755 -0.62700
H 2.74405 -4.69281 0.37582
H 6.09574 3.57836 0.20263
H -1.27565 1.18068 2.70443
H -4.77184 -5.60962 3.14306
H 0.12685 -0.08547 -5.08693
H 4.01785 5.40782 -2.55542
H -1.17196 -4.48562 3.39544
H 3.91608 -0.49813 -1.79716
H -0.16811 -2.08298 1.56835
H -4.60941 1.54208 -1.24527
H -3.12270 -3.90077 2.82123
H -3.61374 -1.27987 -4.40462
H -2.06792 5.14109 -2.80866
H 4.99134 1.49320 -0.71317
H 6.60370 0.76872 -0.99495
H -7.27819 -0.44236 -0.09470
H 4.65105 -3.55795 -5.50212
H 4.04318 -2.34259 -6.73820
H 3.40047 1.75352 1.76433
H -3.80552 -6.77326 2.19765
H 2.61209 -4.44629 -5.05189
H -2.51636 2.77160 -0.10343
H -2.84953 0.12255 5.06884
H -0.07764 4.09291 -1.78678
H 4.02610 5.66069 -0.35177
H 1.81218 -7.91585 1.19926
H -5.53205 -0.28626 0.00034
H -7.60186 1.80288 -0.63714
H 2.67687 -4.76378 -1.34939
H 4.02871 2.19647 3.42981
H 0.88108 0.65235 0.71888
H -5.77104 4.98828 1.07463
H -2.65682 2.83520 -4.64450
H 1.87639 -3.03508 -7.67677
H 0.90996 -1.87124 -0.59471
H 1.18933 -4.51008 -0.51043
H 1.20012 -1.26117 2.18207
H -0.64677 0.69304 7.82156
H 1.33425 -0.21243 -1.31638
H 5.75573 -0.90872 2.42913
H 0.86898 -6.46220 1.49030
H 2.40659 1.70298 3.19631
H 1.26112 2.19036 7.27628
H -5.72748 2.83856 -1.81888
H -2.70128 -1.19766 2.87091
H 6.72668 -1.48618 -1.94930
H 2.89200 -7.00160 -0.63877
H 2.00687 1.86584 5.63754
H -3.83164 0.09982 2.20730
H 2.11363 -4.80180 -7.53143
H 5.33018 -2.18628 -2.71710
H 5.85485 5.16842 0.91936
H -3.30789 -6.38783 3.81343
H -1.64160 -1.14130 -5.67390
H 6.40622 4.94571 -0.81112
H -0.21619 2.62820 -2.78630
H -3.67151 3.70814 -3.53761
H 5.55601 1.10237 -2.35165
H 5.09509 4.04322 -2.54704
H -1.06829 -6.16349 2.81061
H -3.60626 2.66949 1.37233
H 0.72316 -3.99106 -6.76829
H -0.78514 0.70548 4.34002
H 0.26086 1.95988 5.98618
H 3.45182 -0.64349 2.53312
H -2.17445 3.72777 1.30788
H -4.57491 4.57307 2.26082
H -0.32788 -0.60125 2.63804
```

* spin multiplicity: 1
* orbital gap: 10.5 eV
* highest occupied orbital energy: -10.565 eV
* E_LUMO: -0.003 hartree

Löwdin population analysis, charges in e, atoms 1 to 2:
1. O 0.081
2. O 0.162

***

B:
DFT (the ωB97M-V functional and the def2-TZVPD basis) results for 13 unconnected molecules or ions with the total composition C52H78O39.

XYZ file:
```
169
C52H78O39 the ωB97M-V functional and the def2-TZVPD basis
O 4.99480 -1.07349 -0.22999
O 1.56879 5.25345 -2.91144
O 2.21194 -2.45884 -3.84913
O -3.00276 4.08766 6.01338
O -6.76551 2.12694 2.96689
O -0.69117 -1.05721 1.04916
O -4.46373 -5.70387 0.04252
O -3.33457 -6.02722 4.34538
O 4.10445 3.68231 2.25773
O -5.44392 0.58624 3.62096
O 4.90666 0.73848 -1.65058
O -2.40768 -6.44070 0.33691
O 0.97730 3.19845 -3.24959
O 4.42338 5.41167 3.83193
O 0.38913 -4.41745 1.47639
O 0.96827 -6.50788 2.18075
O -2.83394 4.91212 -0.69641
O -0.64307 0.78390 -0.10152
O 1.64415 -1.54687 2.81234
O -2.80296 -2.48203 -2.36219
O -2.28483 3.90234 3.88592
O -0.78454 3.97740 5.48672
O -3.11144 6.49588 -2.26035
O -3.07086 -4.21264 3.10440
O 0.57856 -3.40800 -2.66291
O 6.15973 -0.99708 -2.12703
O 0.33236 -5.10808 3.67851
O 5.77993 5.05794 1.96767
O -2.43442 -4.04791 5.14055
O -4.12597 -7.42853 1.44531
O 0.18177 -1.94855 -4.23357
O -1.37655 0.85857 2.10498
O 2.93108 -0.18158 4.01704
O -2.99101 4.33496 -2.73513
O -3.12848 -1.53134 -4.41873
O -7.66932 0.24215 3.89147
O 0.82993 -0.59502 4.78901
O -4.76156 -1.44436 -2.91976
O 0.20075 4.28605 -1.40514
C 2.27721 -1.52549 -4.91238
C -3.70674 -4.76643 -0.74691
C 5.34603 1.04844 -2.95758
C -2.96069 -4.89321 4.18608
C -2.12461 3.96947 5.20492
C -0.15199 -1.43608 -0.18575
C 0.87596 -7.28267 3.35171
C 0.84439 -1.15925 -5.18313
C -2.27803 -5.34545 -0.59411
C 1.56735 3.55100 -4.47539
C 4.62148 3.39200 0.91232
C 6.10110 -0.26916 -3.34106
C -3.05846 3.08065 -2.05957
C -2.44845 -2.94480 3.14885
C -2.82468 3.52093 -0.66389
C -6.68643 0.88423 3.47778
C -3.70171 -6.60471 0.67534
C -3.02312 5.33141 -1.88967
C -5.46099 4.07077 3.40050
C -3.59358 -1.93369 2.84430
C 1.71316 -0.71483 3.95025
C -4.33808 -0.92398 -6.33239
C -5.12818 -0.54226 -3.91529
C -2.01700 -2.86229 4.55139
C 4.73958 4.78681 2.78974
C 3.67133 -0.41878 2.86163
C -0.01207 4.09411 4.33872
C -1.59791 -5.86019 -1.90850
C -4.61528 1.64328 3.28026
C 5.85894 4.25422 0.81447
C 0.83822 4.25246 -2.41502
C 0.94272 -2.70702 -3.53300
C 0.55572 -5.28795 2.35391
C 5.14559 -0.61935 3.31509
C -0.99286 0.25719 1.09760
C -1.08518 4.07700 3.14462
C 2.13611 -8.09505 3.42127
C 2.94458 -1.68565 2.29357
C 0.94513 2.95035 4.43786
C -2.11548 2.05587 -2.62315
C 1.57789 0.29937 -0.99418
C 0.64195 -6.26964 4.39726
C 3.58853 5.09083 -4.14474
C 0.07098 -0.14764 -0.92510
C 2.07499 4.95708 -4.22715
C 0.53817 0.30648 -4.91717
C 3.53772 3.59845 -0.13791
C 6.19182 2.29752 -2.96802
C -5.50895 2.71474 2.65608
C 5.29507 -0.52777 -1.25875
C -3.94193 -0.55042 -4.89632
C -3.46017 -1.82507 -3.16072
H 4.12308 4.83480 -5.05951
H -0.34765 -0.25313 -1.92596
H 7.15795 -0.12283 -3.56412
H -1.07296 5.07511 2.70675
H 1.75412 5.63395 -5.01897
H -1.20213 2.20397 -2.04700
H 3.76007 3.17930 -1.11922
H 2.97059 -1.42068 1.23658
H 6.79607 3.69890 0.85327
H -1.58045 -2.89905 2.49113
H 0.57366 -1.54495 -6.16600
H -6.05492 -0.91729 -4.34960
H 7.08105 2.03519 -2.39483
H -1.67817 -4.56362 -0.12826
H -6.42694 4.57498 3.37211
H -4.09171 2.77015 -2.21478
H 0.78752 -1.97845 -0.07960
H -4.00366 -4.67831 -1.79198
H 5.17402 -1.44688 4.02395
H 2.34219 2.88262 -4.85087
H 3.93672 4.44637 -3.33756
H -2.42619 1.03009 -2.42482
H 2.54072 3.23714 0.11416
H 2.33277 -8.70108 2.53688
H -1.68599 -5.06427 -2.64799
H 0.69684 0.68992 -3.90925
H 3.26724 4.63536 -0.33728
H 0.48788 5.06221 4.36911
H -0.07278 -7.81855 3.32282
H 0.44273 1.98838 4.33636
H 1.55209 -6.15666 4.98631
H -4.69797 4.74845 3.01754
H -0.62474 -6.32548 -1.75183
H 1.96861 0.23829 0.02155
H -0.92852 -2.83008 4.59919
H -3.68909 3.35638 -0.02060
H 5.65288 0.28065 3.66257
H 1.13931 0.94255 -5.56689
H 3.59290 0.41733 2.16674
H -4.16140 1.94917 4.22288
H 2.96994 -7.40757 3.56339
H -2.19142 -6.68004 -2.31308
H -3.80510 -3.75695 -0.34771
H 5.68515 3.17183 -2.55941
H -4.53365 -2.14633 3.35337
H 2.86495 -0.63639 -4.68398
H -5.22604 0.47065 -3.52474
H -1.98385 3.07412 -0.13336
H 2.17211 -8.69035 4.33364
H 6.61157 2.53170 -3.94632
H -3.41082 0.39957 -4.95576
H 3.49577 -2.58571 2.56593
H 1.57781 1.32982 -1.34953
H -0.90186 3.28506 2.41845
H -0.49747 0.56647 -5.13616
H -4.55868 0.02965 -6.81199
H -0.26610 -6.54303 4.93466
H 4.92444 2.34585 0.86909
H -1.87620 2.06684 -3.68650
H 4.44513 1.16366 -3.56025
H 2.63417 -2.00574 -5.82344
H -5.15634 -1.63962 -6.41250
H 1.48808 2.89095 5.38114
H -3.77494 -2.00997 1.77221
H -5.43972 2.79424 1.57119
H -2.42844 -1.97578 5.03402
H 3.84122 6.11612 -3.87448
H -0.85515 -2.14451 -0.62369
H -3.43245 -1.34445 -6.76958
H 2.25013 -0.25162 -1.65190
H 5.54699 -1.14193 2.44683
H -5.19986 3.83324 4.43176
H 0.75084 3.67191 -5.18728
H -3.40642 -0.86757 2.97262
H 1.78477 2.97368 3.74319
H 5.98097 4.85022 -0.08995
H -3.82904 1.27472 2.62141
H 5.50058 -0.80618 -4.07528
```

* spin multiplicity: 1
* orbital gap: 8.9 eV
* highest occupied orbital energy: -9.844 eV
* E_LUMO: -0.034 hartree

Löwdin population analysis, charges in e, atoms 1 to 2:
1. O 0.161
2. O 0.102

***

How do the structures above rank in stability at the extremes? A comes first and B comes last.